The following is a quantum chemistry calculation of 7 unconnected molecules or ions with the total composition C8H18BBr2N3O14, from the OMol25 dataset.

Computed properties:
Gap between HOMO and LUMO: 0.184 hartree
Total energy: -182484.4830 eV
2S+1: 1
Lowest unoccupied orbital energy: -1.86 eV
Highest occupied orbital energy: -6.9 eV
ΔE to the lowest compared entry with this formula, charge and spin: 744.2 kJ/mol
Strongest force on any atom: 6.5 eV/A

The geometry in XYZ format:
```
46
C8H18BBr2N3O14 (wB97M-V/def2-TZVPD)
N -5.56236 -4.20022 1.23967
H -5.87142 -3.54619 1.94452
H -5.68029 -5.07976 1.72196
H -4.57857 -4.03435 1.08237
H -6.14905 -4.11690 0.42178
N 2.51396 -2.60039 4.93206
H 1.69405 -2.01062 4.93756
H 2.67276 -2.94149 3.99476
H 2.46506 -3.27431 5.68275
H 3.34429 -2.04538 5.08242
N 0.78468 -3.02426 -0.72564
H 1.16077 -3.82880 -1.20664
H 0.60644 -2.19501 -1.27398
H 1.55147 -2.82839 -0.09811
H -0.03942 -3.20992 -0.17202
O -0.80904 4.46737 -0.12481
C -1.57498 3.76452 -0.88740
O -2.32179 2.68463 -0.46317
B -3.00392 2.13336 -1.67059
O -2.85615 3.20482 -2.66579
C -1.88033 3.95596 -2.37397
O -1.31954 4.79990 -3.13148
O -2.34579 0.85248 -1.97351
C -3.19018 -0.14604 -1.93131
O -2.88820 -1.30810 -2.03469
C -4.59101 0.43540 -1.69239
O -4.41577 1.78236 -1.41011
O -5.63558 -0.22584 -1.81711
O 5.92387 -0.20468 0.60949
C 4.98245 -0.40278 1.55065
O 4.72289 0.44623 2.39266
O 4.18365 -1.36406 1.39588
H 5.91510 0.73047 0.82635
O -3.38721 -1.34243 3.58815
C -2.16398 -1.65919 3.07617
O -1.22290 -0.92827 3.44372
O -2.00539 -2.62450 2.30725
H -3.13272 -0.63735 4.18788
Br 4.62569 4.79989 -1.61371
C 4.26259 4.60672 -3.49921
C 4.42010 3.13677 -4.00422
Br 3.11317 1.95026 -3.00507
H 4.79696 5.36702 -4.06884
H 3.20553 4.84096 -3.62514
H 5.44025 2.77564 -3.87391
H 4.23988 3.04448 -5.07525
```

So, what does the Löwdin scheme give us? The charges, in e, come out as: number 1, N, carries 0.3571; number 2, H, carries 0.1564; number 3, H, carries 0.1519; number 4, H, carries 0.1462; number 5, H, carries 0.1596; number 6, N, carries 0.3565; number 7, H, carries 0.1547; number 8, H, carries 0.1490; number 9, H, carries 0.1513; number 10, H, carries 0.1568; number 11, N, carries 0.3617; number 12, H, carries 0.1537; number 13, H, carries 0.1611; number 14, H, carries 0.1470; number 15, H, carries 0.1458; number 16, O, carries 0.0667; number 17, C, carries -0.2573; number 18, O, carries 0.1892; number 19, B, carries -0.8665; number 20, O, carries 0.2572; number 21, C, carries -0.3964; number 22, O, carries 0.0821; number 23, O, carries 0.2371; number 24, C, carries -0.4154; number 25, O, carries 0.0976; number 26, C, carries -0.2906; number 27, O, carries 0.2140; number 28, O, carries 0.0869; number 29, O, carries 0.0663; number 30, C, carries -0.9281; number 31, O, carries -0.0451; number 32, O, carries -0.1471; number 33, H, carries 0.0896; number 34, O, carries 0.0326; number 35, C, carries -0.8942; number 36, O, carries -0.0677; number 37, O, carries -0.1105; number 38, H, carries 0.0921; number 39, Br, carries 0.6054; number 40, C, carries -0.7139; number 41, C, carries -0.6075; number 42, Br, carries 0.5188; number 43, H, carries 0.0553; number 44, H, carries 0.0419; number 45, H, carries 0.0483; number 46, H, carries 0.0502

The following is a quantum chemistry calculation of a molecular structure, C14H24N4O2PdSi, from the OMol25 dataset.

Computed properties:
Gap between HOMO and LUMO: 0.181 hartree
Total energy: -36316.0383 eV
2S+1: 1
Lowest unoccupied orbital energy: 5.10 eV
Total charge: -2
Highest occupied orbital energy: 0.2 eV
ΔE to the lowest compared entry with this formula, charge and spin: 39.9 kJ/mol
Strongest force on any atom: 0.5 eV/A

The geometry in XYZ format:
```
46
C14H24N4O2PdSi (wB97M-V/def2-TZVPD)
Pd -0.03128 -1.21088 -0.85333
C 0.08096 -4.09486 0.07704
C 0.59937 -3.27378 -1.07710
N -0.02136 -3.24862 -2.24475
O -1.24561 -4.01914 -2.16890
C 1.97539 -2.74671 -1.05329
C 2.74275 -2.46415 -2.31153
N 2.56914 -2.62590 0.11067
O 3.81619 -2.25314 0.13985
H -0.95236 -3.82849 0.29352
H 0.68728 -3.92131 0.95943
H 0.11089 -5.16143 -0.17544
H -1.74062 -3.60825 -2.88201
H 2.09880 -2.56010 -3.18229
H 3.59792 -3.14676 -2.38961
H 3.15876 -1.45625 -2.26054
C 3.23908 -0.61472 3.63261
C 1.80081 -0.67601 3.24291
C 0.69424 0.04931 3.64598
C -0.36537 -0.40777 2.82915
N 0.06672 -1.35828 2.01686
N 1.37384 -1.50927 2.27995
C -1.76720 0.09429 2.73003
H 3.40199 0.18438 4.35677
H 3.85829 -0.43623 2.75157
H 3.57827 -1.55371 4.07659
H 0.66093 0.83530 4.38540
H 1.89943 -2.07658 1.56323
H -1.94026 0.89659 3.45020
H -2.49243 -0.70099 2.91789
H -1.94720 0.47587 1.72197
C -0.71781 4.46154 -2.84041
Si -1.83682 3.43529 -1.70715
C -2.06600 4.46021 -0.12982
C -3.53722 3.41210 -2.54947
C -1.19365 1.80883 -1.39067
C -0.73148 0.67792 -1.17800
H -1.12147 5.46368 -3.01951
H -0.59620 3.95886 -3.80253
H 0.27581 4.56070 -2.39815
H -2.44637 5.46387 -0.34809
H -1.11619 4.55557 0.40055
H -2.76677 3.96317 0.54478
H -3.90475 4.42622 -2.74076
H -4.26530 2.89200 -1.92320
H -3.48311 2.87765 -3.50039
```

So, what does the Löwdin scheme give us? The charges, in e, come out as: number 1, Pd, carries 0.3490; number 2, C, carries -0.0768; number 3, C, carries -0.4961; number 4, N, carries -0.0315; number 5, O, carries -0.1580; number 6, C, carries -0.3881; number 7, C, carries -0.0846; number 8, N, carries -0.1854; number 9, O, carries -0.2752; number 10, H, carries 0.0584; number 11, H, carries 0.0445; number 12, H, carries 0.0678; number 13, H, carries 0.0578; number 14, H, carries 0.0450; number 15, H, carries 0.0591; number 16, H, carries 0.0621; number 17, C, carries -0.0454; number 18, C, carries -0.3309; number 19, C, carries -0.0277; number 20, C, carries -0.3832; number 21, N, carries 0.0613; number 22, N, carries 0.0314; number 23, C, carries -0.0575; number 24, H, carries 0.0609; number 25, H, carries 0.0737; number 26, H, carries 0.0677; number 27, H, carries 0.0814; number 28, H, carries 0.0831; number 29, H, carries 0.0582; number 30, H, carries 0.0623; number 31, H, carries 0.0565; number 32, C, carries -0.2178; number 33, Si, carries 0.3337; number 34, C, carries -0.2171; number 35, C, carries -0.2197; number 36, C, carries -0.3342; number 37, C, carries -0.2956; number 38, H, carries 0.0073; number 39, H, carries 0.0153; number 40, H, carries 0.0164; number 41, H, carries 0.0074; number 42, H, carries 0.0163; number 43, H, carries 0.0138; number 44, H, carries 0.0069; number 45, H, carries 0.0136; number 46, H, carries 0.0140

The following is a quantum chemistry calculation of 16 unconnected molecules or ions with the total composition C4H30BO23, from the OMol25 dataset.

Computed properties:
Gap between HOMO and LUMO: 0.392 hartree
Total energy: -52413.5521 eV
2S+1: 1
Lowest unoccupied orbital energy: 2.07 eV
Total charge: -1
Highest occupied orbital energy: -8.6 eV
ΔE to the lowest compared entry with this formula, charge and spin: 103.5 kJ/mol
Strongest force on any atom: 1.4 eV/A

The geometry in XYZ format:
```
58
C4H30BO23 (wB97M-V/def2-TZVPD)
O 2.03763 2.26514 -2.29735
C 1.40102 1.37725 -1.79620
O 1.42141 1.03953 -0.53996
B 0.51969 -0.12475 -0.33109
O -0.20751 -0.23056 -1.62590
C 0.35289 0.53763 -2.52948
O 0.13381 0.53237 -3.70648
O -0.45538 0.11378 0.74960
C -0.40476 -0.87827 1.61083
O -1.19293 -1.10634 2.49389
C 0.70675 -1.82309 1.13926
O 1.26043 -1.32669 0.04230
O 1.04322 -2.82584 1.69604
O 2.10538 -0.73640 3.89986
H 2.82894 -0.99843 3.32347
H 1.64361 -1.56328 4.10745
O 4.07550 0.60829 1.41255
H 3.12982 0.63925 1.21649
H 4.22530 -0.27415 1.76597
O -1.93486 -2.83997 -1.14283
H -1.26715 -3.48281 -0.87488
H -1.48565 -2.27293 -1.78576
O -0.46742 -1.65344 5.36316
H -1.24829 -1.69719 5.92492
H -0.79630 -1.28305 4.53053
O -1.83090 -3.89348 3.18441
H -1.42404 -3.07965 3.51983
H -2.47092 -3.59097 2.53324
O -4.41592 -1.49028 3.93549
H -5.02349 -2.04581 3.43589
H -3.76789 -1.19036 3.28674
O -1.74535 2.14862 -5.83641
H -0.82094 1.88359 -5.74316
H -1.71528 3.07101 -6.11168
O 0.65603 0.07709 -6.44207
H 0.67677 0.12420 -5.47418
H 1.36868 0.65615 -6.73315
O 0.30707 4.60486 -0.64710
H 0.91067 4.49431 0.09585
H 0.80481 4.30201 -1.42779
O 3.92712 4.80064 -2.65001
H 4.28454 5.42290 -2.00794
H 3.52808 4.09130 -2.12195
O 0.58607 4.51816 -3.45182
H 0.97315 3.81959 -3.99529
H 1.01045 5.32974 -3.75389
O 0.60102 -5.60234 3.05228
H 0.40345 -4.70684 2.74449
H -0.22648 -5.89149 3.44906
O -1.49557 1.44504 4.42375
H -2.40211 1.29679 4.12401
H -1.18981 2.18697 3.89180
O -0.12336 -2.77347 -4.67844
H -0.21282 -1.81079 -4.68443
H 0.69246 -2.94009 -4.19406
O -3.30073 1.09606 2.16823
H -2.65199 0.37098 2.23918
H -3.33792 1.27952 1.22270
```

So, what does the Löwdin scheme give us? The charges, in e, come out as: number 1, O, carries 0.1411; number 2, C, carries -0.3806; number 3, O, carries 0.2441; number 4, B, carries -0.8516; number 5, O, carries 0.2369; number 6, C, carries -0.3497; number 7, O, carries 0.1387; number 8, O, carries 0.2587; number 9, C, carries -0.3453; number 10, O, carries 0.1081; number 11, C, carries -0.3803; number 12, O, carries 0.2520; number 13, O, carries 0.1666; number 14, O, carries -0.0388; number 15, H, carries 0.0135; number 16, H, carries 0.0283; number 17, O, carries -0.0440; number 18, H, carries 0.0175; number 19, H, carries 0.0264; number 20, O, carries -0.0460; number 21, H, carries 0.0407; number 22, H, carries 0.0212; number 23, O, carries -0.0486; number 24, H, carries 0.0476; number 25, H, carries -0.0074; number 26, O, carries -0.0528; number 27, H, carries 0.0046; number 28, H, carries 0.0355; number 29, O, carries -0.0538; number 30, H, carries 0.0378; number 31, H, carries -0.0013; number 32, O, carries -0.0616; number 33, H, carries -0.0065; number 34, H, carries 0.0287; number 35, O, carries -0.0571; number 36, H, carries -0.0142; number 37, H, carries 0.0402; number 38, O, carries -0.0734; number 39, H, carries 0.0303; number 40, H, carries -0.0159; number 41, O, carries -0.0670; number 42, H, carries 0.0313; number 43, H, carries 0.0122; number 44, O, carries -0.0535; number 45, H, carries 0.0391; number 46, H, carries 0.0509; number 47, O, carries -0.0801; number 48, H, carries -0.0182; number 49, H, carries 0.0175; number 50, O, carries -0.0548; number 51, H, carries 0.0098; number 52, H, carries 0.0399; number 53, O, carries -0.0529; number 54, H, carries 0.0069; number 55, H, carries 0.0349; number 56, O, carries -0.0571; number 57, H, carries -0.0020; number 58, H, carries 0.0534

The following is a quantum chemistry calculation of a single C5H2O molecule, from the OMol25 dataset.

Computed properties:
Gap between HOMO and LUMO: 0.320 hartree
Total energy: -7256.1105 eV
2S+1: 1
Lowest unoccupied orbital energy: -1.22 eV
Highest occupied orbital energy: -9.9 eV
ΔE to the lowest compared entry with this formula, charge and spin: 424.3 kJ/mol
Strongest force on any atom: 0.7 eV/A

The geometry in XYZ format:
```
8
C5H2O (wB97M-V/def2-TZVPD)
O -1.26208 -1.31010 0.76717
C -0.82894 -0.23063 0.48439
C -0.62930 0.40352 -1.19913
C 0.31032 1.15124 -1.71042
C 0.95413 0.44667 -0.68818
C 0.99946 -0.21362 0.39381
H -1.02695 0.72889 0.98006
H 1.48336 -0.97596 0.97230
```

So, what does the Löwdin scheme give us? The charges, in e, come out as: number 1, O, carries 0.0542; number 2, C, carries -0.3663; number 3, C, carries 0.1213; number 4, C, carries 0.0438; number 5, C, carries -0.1906; number 6, C, carries 0.0902; number 7, H, carries 0.1416; number 8, H, carries 0.1058